# 1
73
Properties=species:S:1:pos:R:3:forces:R:3 method="wB97M-V/def2-TZVPD" max_force_ha_per_bohr=0.0838 energy_ha=-2054.83442 relative_energy_kj_mol=334.2 gap_ev=7.91 multiplicity=1 homo_energy_ev=-7.31
C -4.0652 -0.7140 1.2228 1.03 -0.37 0.00
C -3.7081 -2.2322 0.9433 -0.77 0.10 -1.16
P -1.8366 -2.5214 0.9327 1.24 0.37 2.21
C -1.5100 -4.3719 1.1815 -0.49 -0.70 -0.61
C -0.0684 -4.6635 1.7477 -0.15 0.39 -0.03
C -1.1060 -2.0023 -0.7616 -2.64 -0.89 -1.64
C -1.1975 -0.4355 -0.9935 1.67 0.56 -0.15
C 0.2093 0.3109 -0.7996 -0.40 -0.38 0.42
C 0.7175 0.2407 0.7168 -0.15 0.15 -0.14
C 1.0353 1.7118 1.2171 -0.57 -0.47 -0.02
C 1.9127 -0.7852 0.9041 0.56 0.44 -0.71
C 3.1234 -0.2710 1.7703 0.56 -2.16 0.83
C 2.8809 -0.2117 3.3146 -1.06 -0.02 0.05
C 1.6889 -0.4377 3.9872 0.85 0.47 -0.01
C 1.2804 0.5780 5.1312 1.24 -2.08 1.00
C 0.7067 -1.6315 3.7705 -0.58 1.73 -0.93
C -2.1109 -2.7697 -1.7851 -1.09 -0.21 -0.21
O -1.4139 -3.5842 -2.7824 2.53 1.14 1.37
S 0.1189 -2.9206 -2.7528 0.71 -0.22 -4.13
O -0.0498 -1.7506 -3.6540 0.17 -1.68 3.11
O 1.2011 -3.8031 -3.2626 -2.95 1.48 2.77
O 0.1667 -2.6383 -1.0963 -0.19 0.34 -1.82
H -3.9928 -0.1326 0.2632 -0.31 -0.45 1.05
H -3.2716 -0.3226 1.9231 -0.95 -0.16 -0.62
H -5.0671 -0.6051 1.7036 0.78 -0.08 -0.57
H -4.1576 -2.8657 1.7498 0.76 0.36 -0.56
H -4.2086 -2.5537 -0.0168 0.37 0.22 0.97
H -1.7291 -4.9560 0.2371 0.39 0.47 0.90
H -2.2475 -4.7477 1.9446 0.45 0.57 -0.78
H -0.0634 -4.4366 2.8465 0.09 -0.08 -1.03
H 0.6770 -3.9949 1.2343 -0.54 -0.84 0.54
H 0.2288 -5.7431 1.6359 -0.36 1.10 -0.10
H -1.4854 -0.2372 -2.0642 -0.03 -0.25 1.13
H -1.8960 0.0620 -0.2704 0.34 -0.78 -0.71
H 0.1105 1.3895 -1.1537 -0.07 -1.83 0.84
H 0.9167 -0.1998 -1.5084 -0.42 0.64 0.72
H -0.1589 -0.1449 1.3051 0.77 0.47 -0.31
H 2.0018 2.0929 0.7780 -1.02 -0.28 0.38
H 0.1812 2.3645 0.8822 1.43 -0.92 0.59
H 1.0838 1.7642 2.3423 0.18 -0.13 -1.13
H 2.3298 -0.9762 -0.1298 -0.31 0.15 1.03
H 1.5824 -1.8007 1.2651 0.19 1.14 -0.26
H 3.5434 0.7112 1.4199 -0.68 -0.82 0.46
H 3.9651 -1.0141 1.6084 -0.67 0.75 -0.07
H 3.7656 0.0838 3.9448 -1.12 0.97 -0.83
H 1.5039 0.0515 6.1113 -0.44 0.66 -0.67
H 1.9167 1.4940 5.1302 -0.79 -0.64 -0.28
H 0.1819 0.7790 5.1421 0.92 0.01 -0.34
H -0.1488 -1.2636 3.1319 0.55 -0.62 0.66
H 1.1578 -2.4946 3.2270 -0.23 0.74 0.79
H 0.2677 -1.9081 4.7650 0.56 0.04 -0.85
H -2.7313 -3.5436 -1.2689 0.37 0.92 -0.39
H -2.7424 -2.0197 -2.3265 0.46 -0.69 0.50
C 0.1208 5.8575 -0.4602 0.14 -0.11 0.31
C -0.7059 4.6279 -0.7265 -0.03 -0.35 0.12
O -0.7234 3.6997 0.0541 -0.55 0.83 -0.42
C -1.5087 4.5944 -1.9987 -0.14 -0.27 0.03
H 0.6449 5.7423 0.4889 -0.05 -0.02 -0.07
H 0.8582 5.9887 -1.2544 -0.12 0.15 -0.06
H -0.5260 6.7347 -0.3997 0.08 0.05 -0.19
H -0.8431 4.6696 -2.8604 -0.06 0.14 -0.01
H -2.2281 5.4159 -2.0061 0.12 0.09 -0.12
H -2.0523 3.6514 -2.0581 0.09 0.05 0.01
C 1.5672 0.6473 -4.5927 -0.22 -0.18 0.26
C 1.3767 1.9500 -3.8771 -0.08 -0.03 0.10
O 0.6398 2.0254 -2.9169 0.09 0.62 -0.73
C 2.1304 3.1499 -4.3894 -0.12 0.25 0.30
H 0.9641 -0.1158 -4.0979 0.23 0.25 -0.23
H 1.2447 0.7402 -5.6320 0.21 -0.01 -0.05
H 2.6167 0.3480 -4.5501 0.03 0.06 -0.22
H 1.8367 3.3613 -5.4192 0.18 -0.08 -0.05
H 3.2048 2.9650 -4.3363 -0.01 -0.01 -0.20
H 1.8936 4.0176 -3.7721 0.02 -0.06 -0.03

***

# 2
88
Properties=species:S:1:pos:R:3:forces:R:3 method="wB97M-V/def2-TZVPD" max_force_ha_per_bohr=0.0400 energy_ha=-27507.69275 relative_energy_kj_mol=19.8 gap_ev=10.22 smiles="COC(=O)OC.COC(=O)OC.COC(=O)OC.COC(=O)OC.BrCCBr.BrCCBr.BrCCBr.BrCCBr.BrCCBr" multiplicity=1 homo_energy_ev=-9.94
C 8.6040 12.7156 -9.9875 0.43 -0.37 0.82
O 9.0607 13.4589 -11.1081 -0.34 -0.30 -0.86
C 9.5247 14.6819 -10.8945 -0.12 -0.58 0.90
O 9.5447 15.2178 -9.8149 0.31 0.41 -0.12
O 9.9537 15.1716 -12.0436 0.32 -0.04 -0.34
C 10.9106 16.2207 -11.9563 -0.21 1.24 1.09
H 8.1233 11.8011 -10.3241 -0.18 0.28 -0.43
H 7.9450 13.2999 -9.3531 -0.07 0.04 -0.08
H 9.4647 12.3825 -9.4023 0.02 0.24 0.08
H 11.2978 16.3769 -12.9536 0.20 -0.08 0.06
H 11.6528 16.0876 -11.1640 0.31 -0.86 -0.50
H 10.4766 17.1457 -11.5546 -0.52 -0.05 -0.65
C 10.6294 23.7445 -4.7189 0.69 0.47 0.61
O 10.6024 22.5589 -3.9279 -0.11 -0.96 -0.53
C 10.6998 21.3637 -4.5458 -0.18 1.03 0.17
O 10.9011 21.1861 -5.7156 0.02 -0.08 -0.27
O 10.5083 20.4513 -3.6172 0.10 -0.19 0.77
C 10.6117 19.0916 -3.9698 -0.81 -1.10 -1.08
H 9.6772 23.9610 -5.2007 -0.06 -0.13 0.17
H 11.4300 23.7838 -5.4588 -0.05 -0.46 0.00
H 10.8874 24.4553 -3.9309 -0.38 0.47 -0.49
H 11.6116 18.7541 -4.2414 0.23 0.29 0.39
H 9.9786 18.8432 -4.8269 0.03 0.48 -0.11
H 10.1521 18.4831 -3.1957 0.46 0.28 0.46
C 9.7759 12.5480 -3.4222 1.27 0.28 -1.03
O 9.4612 11.1672 -3.5427 -0.36 -0.24 0.33
C 8.5942 10.6410 -2.6750 -0.22 0.83 0.27
O 8.0858 11.2102 -1.7462 0.01 0.35 0.22
O 8.3569 9.4051 -3.0249 0.55 -1.52 -0.38
C 7.4147 8.6759 -2.2411 -1.41 1.43 0.44
H 8.9842 13.2392 -3.6973 -0.40 -0.33 0.26
H 10.5345 12.6151 -4.2046 0.01 0.47 0.04
H 10.2756 12.8663 -2.5079 -0.39 -0.43 0.34
H 7.5207 8.8012 -1.1627 0.87 -0.33 -0.06
H 7.3624 7.6496 -2.5738 0.28 0.00 -0.10
H 6.4595 9.1974 -2.3729 -0.19 -0.47 -0.37
C 13.9532 13.1280 0.2958 0.93 0.97 -0.11
O 13.6816 13.3992 -1.0830 -0.39 -1.03 -0.03
C 13.2350 14.6067 -1.3823 0.48 0.29 0.25
O 13.1203 15.5216 -0.6141 -0.25 0.30 0.28
O 12.9923 14.6242 -2.6787 0.40 -0.22 -1.15
C 12.4356 15.8010 -3.2632 -1.10 0.12 0.75
H 14.9121 13.6151 0.4932 -0.04 -0.13 0.36
H 14.0788 12.0588 0.4186 -0.31 -0.04 -0.13
H 13.2155 13.5800 0.9540 -0.18 -0.24 -0.07
H 13.0792 16.4185 -3.8882 0.64 -0.42 0.26
H 12.0453 16.3900 -2.4311 -0.07 0.27 -0.30
H 11.6226 15.4482 -3.8906 -0.04 0.08 0.03
Br 4.7297 11.6784 -4.3225 0.69 0.43 0.01
C 6.0747 13.1458 -4.5744 -1.00 -0.43 0.05
C 5.4126 14.2359 -5.4026 0.36 -0.26 0.23
Br 4.0326 15.1658 -4.3681 0.38 -0.15 -0.41
H 6.9122 12.6679 -5.0758 -0.01 0.11 -0.14
H 6.3594 13.4624 -3.5762 -0.02 0.03 -0.01
H 4.9710 13.7989 -6.2939 -0.27 0.13 0.07
H 6.1486 14.9737 -5.7203 -0.05 0.13 0.22
Br 11.5608 19.0889 -9.8708 0.00 0.19 0.19
C 12.7021 20.1682 -8.6838 0.15 -0.31 0.14
C 12.8733 19.4118 -7.3826 -0.94 -0.68 -0.35
Br 14.4012 20.0090 -6.3393 -0.46 -0.04 -0.18
H 12.1719 21.1000 -8.5195 0.19 0.12 -0.18
H 13.6336 20.2719 -9.2295 -0.04 0.24 0.03
H 12.9434 18.3426 -7.5719 0.69 0.07 0.00
H 11.9373 19.4976 -6.8286 0.42 0.41 0.41
Br 6.5813 18.9342 -9.7248 0.01 -0.02 -0.32
C 7.2129 17.6127 -11.0115 0.02 -0.61 0.43
C 6.5287 16.2565 -10.8811 -0.31 -0.12 -0.32
Br 6.3784 15.6403 -9.0467 -0.23 -0.06 -0.08
H 8.2712 17.4831 -10.8013 0.02 0.18 -0.08
H 7.0482 18.0132 -12.0073 0.06 0.06 0.01
H 7.0634 15.4701 -11.4129 0.40 0.21 0.08
H 5.5374 16.2132 -11.3286 -0.16 0.39 0.38
Br 11.5151 15.9546 -6.7002 -0.82 0.15 -0.50
C 9.8227 16.9242 -7.0298 0.45 1.29 0.62
C 8.6028 16.3454 -6.3633 0.30 -0.72 -0.30
Br 8.8412 16.0071 -4.4341 -0.16 -0.04 -0.59
H 9.6812 17.1278 -8.0898 0.01 -0.79 -0.14
H 10.0218 17.9199 -6.6317 0.09 -0.12 0.19
H 8.3623 15.4038 -6.8532 -0.06 -0.17 0.36
H 7.7433 17.0045 -6.4595 0.14 0.18 -0.01
Br 5.5511 21.8232 -1.1448 0.44 -0.61 -0.38
C 6.2828 20.2553 -2.1129 -0.72 -0.03 -0.54
C 6.2980 20.5210 -3.6254 0.49 0.07 1.04
Br 6.6633 18.7732 -4.4527 0.08 0.73 0.05
H 5.6727 19.3945 -1.8570 -0.17 0.17 0.12
H 7.3065 20.0517 -1.8126 -0.05 0.28 0.33
H 7.1179 21.2328 -3.7163 0.12 -0.28 -0.88
H 5.4107 20.9301 -4.0923 -0.22 -0.18 0.28

***

# 3
80
Properties=species:S:1:pos:R:3:forces:R:3 method="wB97M-V/def2-TZVPD" max_force_ha_per_bohr=0.0592 energy_ha=-4610.65465 gap_ev=10.02 multiplicity=1 homo_energy_ev=-9.38
C -3.2728 2.7804 -1.0772 0.84 -0.19 -0.85
Si -1.4498 3.2785 -1.3203 -1.75 -1.06 0.69
Br -0.4148 1.4428 -2.2200 -0.31 0.88 0.01
N -0.6321 3.5392 0.2761 0.51 1.51 -1.48
C 0.5417 3.8105 -0.0052 -0.97 -2.85 0.48
O 1.6592 3.6536 -0.2829 0.67 1.46 0.11
H -3.6172 2.4557 -2.1054 0.28 0.37 1.01
H -3.9000 3.6477 -0.7521 0.50 -0.84 -0.02
H -3.3411 1.8796 -0.4104 -0.03 1.24 -0.60
H -1.3273 4.4559 -2.2006 0.38 -0.09 0.04
O -0.0834 -2.1739 4.4129 -0.13 0.25 -0.27
C 0.4737 -1.5605 3.5380 0.23 -0.32 0.05
O -0.2304 -0.7333 2.7461 -0.42 0.19 0.26
C 0.3589 0.1647 1.7967 0.17 -0.03 -0.30
C 0.6371 -0.5323 0.4794 0.17 -0.27 0.09
C 1.9383 -1.7713 3.2557 0.36 0.37 0.22
H 1.2466 0.6463 2.2147 0.01 -0.11 0.02
H -0.3731 0.9578 1.6345 -0.10 -0.14 0.19
H 1.3530 -1.3486 0.5969 0.07 0.10 0.04
H 1.0355 0.1734 -0.2508 -0.02 -0.08 0.11
H -0.2799 -0.9713 0.0810 -0.01 0.16 0.00
H 2.0585 -2.6601 2.6352 0.01 0.07 -0.01
H 2.4531 -1.9221 4.2048 -0.15 -0.15 -0.04
H 2.4228 -0.9243 2.7761 -0.03 -0.10 -0.17
O 4.6938 -3.1496 0.1504 -0.08 -0.02 0.41
C 4.9856 -3.9529 0.9972 0.30 -0.03 -0.31
O 4.7500 -3.6759 2.2932 -0.41 0.34 0.08
C 4.8924 -4.6185 3.3631 0.22 -0.15 0.12
C 6.3262 -4.6879 3.8465 0.18 0.02 -0.12
C 5.6958 -5.2330 0.6392 -0.34 -0.50 -0.02
H 4.4976 -5.5962 3.0774 0.08 0.04 -0.08
H 4.2577 -4.2551 4.1725 -0.06 0.15 -0.21
H 7.0004 -5.0307 3.0597 -0.05 -0.09 0.04
H 6.4132 -5.3680 4.6955 -0.02 0.04 -0.02
H 6.6723 -3.6983 4.1511 -0.10 -0.05 0.06
H 6.7627 -5.0319 0.5365 -0.05 0.00 0.01
H 5.3035 -5.5882 -0.3136 0.15 0.22 -0.04
H 5.5440 -6.0385 1.3541 0.17 0.07 0.11
O 3.6345 1.1003 5.0928 -0.12 0.27 -0.27
C 4.1917 1.7803 4.2712 0.20 -0.37 0.01
O 3.4811 2.6409 3.5187 -0.44 0.19 0.25
C 4.0608 3.6150 2.6407 0.18 -0.03 -0.26
C 4.3841 3.0079 1.2932 0.12 -0.28 -0.04
C 5.6666 1.6206 4.0052 0.37 0.41 0.25
H 4.9256 4.0956 3.1044 0.00 -0.13 0.03
H 3.3083 4.3947 2.5134 -0.10 -0.16 0.18
H 5.1218 2.2079 1.3796 0.07 0.11 0.02
H 4.7750 3.7652 0.6114 -0.06 -0.01 0.02
H 3.4895 2.5673 0.8530 0.04 0.13 0.02
H 5.8177 0.7756 3.3324 -0.02 0.04 0.02
H 6.1663 1.4199 4.9528 -0.15 -0.21 -0.07
H 6.1401 2.5069 3.5890 -0.04 -0.07 -0.20
O -3.4900 2.1913 -4.6096 -0.16 -0.28 -0.14
C -3.1586 1.6154 -5.6125 0.40 0.19 0.13
O -3.6779 0.4062 -5.8939 -0.50 -0.06 0.18
C -3.4876 -0.2831 -7.1346 0.25 -0.09 -0.11
C -2.1880 -1.0613 -7.1367 0.18 0.04 0.08
C -2.0991 2.1869 -6.5183 -0.19 0.27 -0.50
H -3.5667 0.4048 -7.9798 0.08 0.04 0.08
H -4.3232 -0.9785 -7.2253 -0.05 0.15 0.20
H -1.3244 -0.4031 -7.0294 -0.04 0.00 -0.10
H -2.0786 -1.6249 -8.0651 -0.03 0.01 0.03
H -2.1614 -1.7578 -6.2967 -0.09 0.00 -0.07
H -1.1159 1.9422 -6.1142 -0.05 0.01 0.01
H -2.2177 3.2700 -6.5446 0.09 -0.07 0.24
H -2.1655 1.8448 -7.5486 0.12 -0.16 0.05
O -4.7807 1.0860 0.7002 -0.49 -0.48 0.01
C -5.8854 0.6361 0.5376 -0.09 0.26 0.32
O -6.2781 0.2566 -0.6914 0.41 -0.17 -0.29
C -7.4940 -0.4471 -0.9681 -0.26 0.07 0.04
C -8.6616 0.5077 -1.1075 -0.04 0.18 0.09
C -6.8713 0.5735 1.6752 -0.06 -0.52 0.27
H -7.6738 -1.2245 -0.2219 0.02 0.11 0.05
H -7.3357 -0.9623 -1.9164 0.23 0.10 0.07
H -8.8436 1.0589 -0.1835 -0.04 -0.10 0.01
H -9.5720 -0.0339 -1.3708 0.04 0.01 0.00
H -8.4557 1.2483 -1.8827 0.01 -0.12 -0.03
H -7.3429 1.5499 1.7921 0.03 -0.04 -0.01
H -6.3280 0.3251 2.5867 0.06 0.25 -0.08
H -7.6372 -0.1893 1.5556 -0.12 0.14 -0.10

***

# 4
89
Properties=species:S:1:pos:R:3:forces:R:3 method="wB97M-V/def2-TZVPD" max_force_ha_per_bohr=0.0081 energy_ha=-5396.49810 gap_ev=10.81 smiles="N[C@]1(O)OS(=O)(=O)O[C@@H]1Br.CCOC(=O)OC.CCOC(=O)OC.CCOC(=O)OC.CCOC(=O)OC.CCOC(=O)OC" multiplicity=1 homo_energy_ev=-10.51
N -0.1992 -0.1537 -5.0272 0.11 -0.13 0.07
C 0.7822 0.8224 -5.3051 0.14 0.14 0.14
O 0.2025 1.9219 -5.8847 -0.26 0.05 0.14
O 1.6864 0.2547 -6.2940 0.13 -0.06 -0.07
S 2.9629 -0.3630 -5.6091 0.08 -0.24 -0.09
O 4.0875 -0.2270 -6.4602 -0.33 -0.05 0.24
O 2.6299 -1.6099 -5.0012 0.11 0.30 -0.15
O 3.0667 0.7591 -4.4652 0.04 -0.04 0.03
C 1.7950 1.2746 -4.1493 -0.23 0.04 -0.18
Br 1.2391 0.7295 -2.3882 0.04 -0.03 0.09
H 0.2249 -1.0586 -4.8530 0.01 0.01 0.05
H -0.7633 0.1086 -4.2256 -0.12 0.07 -0.12
H 0.3770 2.7247 -5.3835 0.16 0.03 -0.10
H 1.8904 2.3594 -4.1222 0.05 -0.07 0.03
C -5.6865 0.8169 -3.2612 0.03 0.07 -0.01
C -4.4236 0.0602 -2.9197 -0.06 -0.12 0.00
O -3.2558 0.9053 -2.9948 0.01 0.08 -0.03
C -3.0646 1.7199 -1.9615 0.15 -0.32 0.09
O -3.7520 1.8005 -0.9754 -0.10 0.13 -0.06
O -1.9360 2.3926 -2.1749 0.05 0.16 -0.15
C -1.5854 3.3361 -1.1586 0.03 -0.02 0.05
H -5.5976 1.2833 -4.2428 -0.01 -0.03 -0.01
H -6.5301 0.1264 -3.2825 0.00 0.00 0.00
H -5.8921 1.5886 -2.5211 0.00 -0.02 0.01
H -4.2246 -0.7251 -3.6458 0.02 0.02 0.00
H -4.4718 -0.3879 -1.9276 0.00 0.04 0.01
H -1.6015 2.8671 -0.1766 -0.01 0.00 -0.01
H -2.2738 4.1798 -1.1710 -0.02 -0.02 0.02
H -0.5793 3.6647 -1.4011 -0.01 0.00 0.00
C -1.5772 -5.2808 1.0793 0.06 0.05 0.06
C -3.0085 -4.7974 1.1210 -0.07 -0.11 -0.04
O -3.1372 -3.5523 1.8349 0.04 0.05 0.03
C -2.7756 -2.4674 1.1547 -0.05 -0.05 -0.02
O -2.3903 -2.4426 0.0124 0.01 0.02 0.00
O -2.9258 -1.4049 1.9445 0.09 0.00 0.00
C -2.5307 -0.1697 1.3311 -0.01 0.04 0.03
H -1.1690 -5.3605 2.0872 -0.01 -0.02 0.00
H -1.5384 -6.2655 0.6121 0.00 0.00 0.00
H -0.9515 -4.6012 0.5032 -0.01 0.00 -0.02
H -3.6405 -5.4861 1.6783 0.00 0.02 0.01
H -3.4206 -4.6752 0.1197 0.03 0.03 0.00
H -3.0321 -0.0373 0.3785 -0.01 0.01 0.00
H -1.4501 -0.1553 1.1849 -0.01 0.01 -0.05
H -2.8323 0.6168 2.0160 0.00 -0.04 0.04
C 3.0491 7.8207 -6.9425 0.02 -0.08 -0.02
C 2.4108 7.4525 -5.6226 -0.06 0.13 0.02
O 2.4766 6.0336 -5.3747 0.01 -0.05 0.01
C 3.6564 5.5858 -4.9466 0.02 0.02 -0.07
O 4.6292 6.2510 -4.7088 -0.01 -0.01 0.02
O 3.5736 4.2597 -4.8238 -0.08 -0.04 0.03
C 4.7732 3.6143 -4.3702 0.00 -0.08 0.09
H 2.5949 7.2550 -7.7564 -0.01 0.02 0.00
H 2.9016 8.8836 -7.1359 0.00 0.00 0.00
H 4.1189 7.6188 -6.9272 0.00 0.02 0.02
H 1.3448 7.6712 -5.6264 0.00 -0.03 0.00
H 2.8756 7.9797 -4.7901 0.03 -0.03 -0.01
H 5.1149 4.0496 -3.4334 -0.01 0.06 -0.03
H 5.5606 3.6856 -5.1178 -0.04 0.07 -0.02
H 4.4866 2.5797 -4.2261 0.13 -0.05 0.00
C 4.3536 -3.1042 0.9059 -0.01 0.01 0.07
C 2.9322 -3.5411 0.6333 0.01 -0.04 -0.13
O 2.1192 -3.4952 1.8232 -0.01 0.01 0.04
C 1.6923 -2.2853 2.1738 -0.03 -0.06 -0.04
O 1.9075 -1.2576 1.5831 -0.03 0.08 0.00
O 0.9715 -2.4032 3.2891 0.00 -0.01 0.00
C 0.4776 -1.1643 3.8100 -0.03 -0.02 0.01
H 4.7895 -3.7031 1.7062 0.01 -0.01 -0.02
H 4.9554 -3.2384 0.0066 0.00 0.00 0.00
H 4.3902 -2.0541 1.1914 -0.01 0.00 -0.02
H 2.8934 -4.5846 0.3277 -0.01 0.00 0.02
H 2.4655 -2.9315 -0.1400 0.00 0.03 0.03
H -0.0748 -0.6224 3.0451 0.01 0.00 0.03
H 1.3038 -0.5512 4.1668 -0.01 0.02 -0.02
H -0.1776 -1.4322 4.6333 0.00 -0.01 -0.01
C -2.2602 -2.9164 7.1675 0.14 -0.02 -0.01
C -2.7738 -3.1405 8.5714 -0.16 0.02 -0.03
O -1.7233 -3.5469 9.4683 0.04 0.00 0.01
C -0.9274 -2.5685 9.8929 0.03 -0.02 -0.04
O -1.0285 -1.3992 9.6218 -0.01 0.01 0.01
O 0.0103 -3.1034 10.6748 -0.02 -0.01 0.01
C 0.9578 -2.1631 11.1905 0.02 -0.01 0.03
H -1.7463 -3.8074 6.8045 -0.04 0.00 -0.02
H -3.0911 -2.6963 6.4971 -0.02 -0.02 0.00
H -1.5654 -2.0779 7.1395 -0.03 0.01 0.02
H -3.4833 -3.9650 8.6037 0.03 -0.01 0.01
H -3.2567 -2.2480 8.9685 0.05 0.02 0.00
H 0.4507 -1.3495 11.7048 0.00 0.00 -0.01
H 1.5665 -1.7574 10.3839 -0.02 0.02 0.00
H 1.5768 -2.7247 11.8832 0.00 0.00 -0.01